{"formula": "C20H56InN4Na2O14PS", "method": "ωB97M-V/def2-TZVPD", "homo_ev": -8.980, "de_lowest_ev": 2.285, "elements": ["H", "H", "H", "C", "C", "H", "O", "H", "H", "H", "H", "C", "C", "O", "C", "H", "H", "C", "H", "C", "H", "H", "H", "O", "H", "H", "H", "H", "C", "H", "C", "H", "P", "N", "C", "N", "C", "H", "H", "C", "H", "H", "C", "C", "O", "H", "H", "N", "O", "H", "H", "C", "H", "H", "C", "H", "H", "O", "Na", "H", "C", "H", "In", "H", "H", "H", "H", "O", "C", "C", "H", "H", "O", "H", "H", "H", "H", "C", "S", "H", "H", "O", "N", "O", "H", "H", "H", "O", "H", "O", "H", "H", "Na", "H", "H", "H", "H", "O", "O"], "coordinates": [[-17.2529, -11.9511, -18.7168], [-13.7289, -11.4738, -17.2107], [-17.8246, -19.0645, -18.1306], [-9.3355, -15.4981, -15.3310], [-20.7860, -14.6848, -13.7112], [-20.4063, -17.9106, -19.3552], [-15.3287, -15.2796, -16.4567], [-9.1335, -19.4229, -14.5668], [-13.6851, -8.9620, -17.0455], [-8.0332, -19.5439, -15.9563], [-11.2501, -12.3578, -13.2899], [-19.7102, -17.1132, -19.0949], [-8.5352, -16.7618, -15.5805], [-16.6053, -10.6140, -20.0085], [-10.0966, -15.6020, -14.0372], [-13.9419, -12.9671, -14.6059], [-12.6114, -13.4586, -16.4791], [-18.3492, -17.5149, -19.6802], [-11.1385, -15.9215, -14.0616], [-18.4847, -13.2523, -15.1819], [-20.1883, -13.9444, -13.1795], [-18.3834, -19.6195, -19.7425], [-14.9011, -12.1987, -17.9753], [-14.8065, -16.4005, -14.1919], [-10.8895, -14.4125, -16.0084], [-15.0191, -9.2974, -20.3013], [-19.0771, -11.3718, -16.2369], [-9.5837, -16.2149, -13.2960], [-16.9354, -17.4538, -13.9234], [-7.9751, -16.9358, -14.6617], [-19.4445, -12.3872, -16.0881], [-19.4773, -12.9826, -17.0005], [-12.0379, -15.6198, -21.1267], [-17.3085, -16.5090, -19.6148], [-12.8603, -13.1005, -14.5847], [-10.2874, -15.1516, -16.3421], [-17.8549, -18.8382, -19.1964], [-17.6965, -15.5805, -19.5278], [-10.2944, -14.6126, -13.6249], [-16.9699, -11.9133, -19.7687], [-20.9850, -14.6348, -20.8394], [-17.9088, -17.2607, -13.4725], [-18.8892, -14.7115, -15.2775], [-13.5904, -9.2314, -18.0974], [-15.0685, -14.2945, -18.6874], [-19.7790, -17.0557, -18.0086], [-16.2242, -12.6944, -19.9164], [-14.0982, -11.6088, -18.1410], [-14.4926, -16.5389, -18.2847], [-16.8509, -13.8926, -15.9161], [-16.4129, -15.4366, -13.2614], [-15.1757, -10.3132, -19.9386], [-9.6238, -19.9422, -16.2000], [-20.7486, -15.5560, -13.0572], [-20.4007, -15.5543, -20.8044], [-14.9860, -15.7468, -14.8716], [-20.5275, -12.4489, -15.9807], [-9.4152, -17.8216, -15.8498], [-13.3126, -13.3085, -19.5119], [-18.4574, -15.1279, -16.1875], [-15.9378, -16.4109, -13.3758], [-14.0205, -8.2911, -18.4423], [-11.6416, -17.3619, -17.9781], [-14.4826, -10.8909, -20.5501], [-16.9472, -17.4774, -15.0131], [-15.4700, -10.1396, -17.7767], [-21.0226, -16.2299, -21.3917], [-11.0172, -15.9078, -22.2113], [-9.0254, -19.2283, -15.6339], [-12.2701, -12.1144, -13.5872], [-18.3989, -15.3511, -14.5436], [-16.6921, -16.7266, -18.8449], [-12.3537, -12.7697, -15.8621], [-9.7929, -14.6710, -17.0800], [-16.8166, -18.8438, -19.5281], [-17.2275, -12.6774, -16.6544], [-19.4746, -15.4123, -21.3615], [-14.6838, -10.3235, -18.5089], [-14.5491, -15.2391, -17.6507], [-12.5499, -9.5311, -18.2221], [-21.8255, -14.3828, -13.8386], [-20.2801, -15.8585, -19.5030], [-17.1779, -12.9647, -15.6874], [-11.3656, -15.1881, -19.7261], [-18.5029, -17.6141, -20.7547], [-12.6919, -14.1690, -14.4499], [-7.8505, -16.7252, -16.4278], [-20.2329, -15.0508, -15.0107], [-8.7225, -14.5992, -15.2646], [-13.1599, -14.8116, -17.3139], [-18.5899, -12.8761, -14.1643], [-16.7524, -18.4533, -13.5289], [-14.8130, -15.8484, -20.6132], [-12.4697, -11.0957, -13.9195], [-17.9130, -12.2139, -20.2251], [-15.7026, -16.7391, -12.3634], [-12.9184, -12.1786, -12.7133], [-12.7259, -16.8572, -20.6728], [-13.1230, -14.6185, -21.4619]]}

{"formula": "C24H26BN8O10", "method": "ωB97M-V/def2-TZVPD", "charge": -1, "homo_ev": -7.453, "de_lowest_ev": 0.817, "elements": ["H", "O", "C", "H", "H", "C", "C", "H", "O", "N", "O", "H", "C", "H", "C", "H", "H", "C", "C", "O", "C", "C", "H", "H", "C", "H", "C", "H", "H", "N", "H", "C", "C", "H", "H", "B", "N", "H", "C", "C", "O", "C", "H", "C", "C", "C", "H", "N", "O", "C", "N", "H", "O", "C", "H", "H", "H", "O", "O", "N", "C", "O", "N", "C", "N", "C", "H", "H", "H"], "coordinates": [[2.0145, -3.5057, -5.4103], [1.9841, 0.4017, -1.3165], [0.1783, 5.8060, 2.1547], [0.0309, 2.9242, 0.3287], [-5.0834, -1.0648, 1.8700], [-0.2928, 4.8599, 1.2390], [2.0320, 4.4056, 2.6422], [2.0460, 2.5097, 1.6354], [3.3219, 2.8941, 3.7774], [-2.7259, 4.3676, -1.1820], [1.2204, -1.5242, -0.0025], [-0.8902, 0.9285, 4.2798], [0.1070, 1.2307, 4.5979], [0.4898, 1.8959, 3.8285], [2.1473, 0.3124, -2.6460], [-4.1526, 1.7157, -0.1477], [-0.0037, 1.7427, 5.5571], [-4.0272, -1.3096, 1.9666], [0.6578, -1.2656, 1.1755], [3.8130, 4.9611, 3.9656], [1.5902, 3.4916, 1.7160], [1.3470, 5.5909, 2.8704], [-2.8778, 2.1916, 0.9633], [-0.6232, -3.4277, -0.6799], [-0.3149, -0.0639, 0.9884], [-0.9925, 0.2493, -6.7587], [0.5662, -4.6098, 0.6564], [-2.6105, -5.6249, 3.1828], [-3.4970, -0.4550, 2.3800], [1.5901, -0.8383, 5.0526], [3.6403, -4.2744, -5.4468], [0.9411, 0.0822, 4.8396], [1.1014, -0.6687, -3.1792], [-3.4203, -4.1047, 3.6150], [3.0809, -3.3577, -3.9889], [0.8483, -0.4493, -0.9299], [-3.0803, -2.3762, -0.2182], [1.6882, 6.3008, 3.6092], [-3.4827, -1.8822, 0.7373], [-1.3785, -4.0032, 3.7282], [0.9865, -0.9980, -4.3247], [3.5754, -2.1689, -5.5739], [-2.4478, 1.2792, -0.5113], [-0.0448, 0.0334, -7.2447], [-3.1115, 2.0286, -0.0897], [0.0056, -4.3112, -0.6683], [-3.9639, -2.0836, 2.7349], [1.8739, 1.5999, -6.4243], [0.3260, -1.0194, -2.1755], [3.0480, -3.4445, -5.0747], [1.0088, -4.8798, 1.6801], [-0.2034, 0.2444, -8.3035], [0.9429, -1.8227, 2.1850], [0.4243, 3.6824, 0.9889], [0.9086, -4.0529, -1.2312], [-2.5513, -4.2663, 2.0295], [-0.4133, -5.2167, -1.0959], [-1.0286, 0.4543, 1.7960], [3.0240, 0.8008, -3.2756], [3.9731, -1.1731, -5.9754], [1.0288, 0.9117, -6.7744], [-0.2100, 0.3582, -0.2600], [-0.4503, -3.5751, 4.2429], [-2.9197, 3.3295, -0.7331], [3.1442, 4.0560, 3.5179], [-2.5748, -4.5425, 3.0832], [-0.4340, 6.6593, 2.4119], [0.3077, -0.9812, -7.0763], [-1.2076, 5.0422, 0.6916]]}

{"formula": "C5H12O3", "method": "ωB97M-V/def2-TZVPD", "homo_ev": -8.296, "de_lowest_ev": 4.727, "elements": ["H", "H", "H", "H", "O", "H", "H", "H", "C", "H", "H", "C", "C", "H", "O", "H", "H", "O", "C", "C"], "coordinates": [[1.6743, -0.9911, 1.7421], [0.1926, 0.0003, -3.1277], [0.6736, -1.1054, -1.5544], [-0.9796, 1.2270, -1.3877], [1.1736, -1.7194, 1.3454], [0.6472, 1.9013, -0.9295], [1.7870, 0.2165, -2.2472], [1.1032, 1.7747, 1.0994], [0.0905, -1.1671, 0.6891], [-1.4444, 1.8986, 0.9248], [-2.2083, 0.3432, 0.5707], [0.7041, 0.1780, -2.1880], [0.0779, 1.0374, -1.2581], [0.4320, -1.4665, -0.6592], [-1.0682, -1.8923, 0.8782], [-1.5611, 0.6589, 2.1861], [-0.8629, -2.8267, 0.7521], [1.0348, 0.8482, 1.3514], [-1.4000, 0.8244, 1.1169], [-0.0665, 0.2601, 0.6957]]}

{"formula": "C4H7BrN2O2S", "method": "ωB97M-V/def2-TZVPD", "homo_ev": [-7.924, -10.496], "multiplicity": 3, "elements": ["C", "C", "N", "H", "H", "S", "Br", "H", "H", "C", "H", "H", "O", "O", "N", "H", "C"], "coordinates": [[0.1198, 0.3053, 1.3171], [0.7252, 1.6396, -1.3149], [-1.5471, -0.6906, -1.2593], [-0.2524, 2.0508, -1.0625], [0.1560, 0.7977, 3.1422], [1.1687, 1.5411, 0.4491], [-0.3954, -3.5002, 1.2697], [1.4154, 2.3249, -1.7856], [0.4605, 0.6681, -1.7427], [-1.3591, -1.8487, -0.6930], [-2.3395, -0.6257, -1.9389], [-1.9832, -2.7055, -0.8628], [0.9584, 2.7970, 1.1386], [2.3975, 0.8448, 0.6239], [-0.0469, 0.0457, 2.4925], [0.7055, -1.5476, 0.1927], [-0.1832, -2.0967, 0.0339]]}

E_tot: -3322.2245, -2145.6070, -423.2801, -3388.5945 (a.u.)